{
  "formula": "C42H41BrN4P2Re",
  "method": "wB97M-V/def2-TZVPD",
  "spin_multiplicity": 2,
  "total_charge": 4,
  "e_lumo_ev": [-12.06, -12.56],
  "homo_lumo_gap_ev": [7.04, 6.39],
  "homo_energy_ha": [-0.702, -0.696],
  "e_tot_ha": -5177.6668,
  "s_squared": 0.7706,
  "elements": ["Re", "C", "N", "C", "P", "C", "C", "C", "C", "C", "C", "C", "C", "C", "C", "C", "C", "C", "C", "C", "C", "C", "C", "P", "C", "C", "C", "C", "C", "C", "C", "C", "C", "C", "C", "C", "H", "H", "H", "H", "H", "H", "H", "H", "H", "H", "H", "H", "H", "H", "H", "H", "H", "H", "H", "H", "H", "H", "H", "H", "H", "H", "H", "H", "H", "Br", "C", "C", "C", "C", "N", "C", "H", "H", "H", "H", "C", "C", "C", "C", "N", "N", "C", "H", "H", "H", "H", "H", "H", "H", "H"],
  "xyz": [[-0.42, 0.21, 0.58], [1.46, 1.81, 3.40], [2.86, 1.48, 3.07], [3.20, 0.32, 2.66], [1.65, -0.12, -0.02], [2.52, -1.65, -0.17], [3.92, -1.66, -0.30], [4.59, -2.87, -0.41], [3.88, -4.06, -0.40], [2.49, -4.06, -0.28], [1.82, -2.86, -0.15], [2.63, 1.11, -0.85], [3.18, 0.83, -2.11], [3.85, 1.83, -2.80], [4.00, 3.09, -2.23], [3.46, 3.37, -0.98], [2.76, 2.39, -0.30], [3.85, 2.54, 3.23], [3.50, 3.88, 3.11], [4.48, 4.84, 3.28], [5.79, 4.48, 3.57], [6.12, 3.14, 3.72], [5.15, 2.16, 3.56], [0.10, 0.63, 2.96], [-1.36, 1.50, 3.55], [-1.37, 2.81, 4.05], [-2.57, 3.37, 4.47], [-3.75, 2.64, 4.40], [-3.74, 1.34, 3.91], [-2.55, 0.77, 3.48], [0.30, -0.87, 3.92], [0.74, -2.06, 3.33], [0.91, -3.19, 4.11], [0.64, -3.14, 5.47], [0.20, -1.95, 6.06], [0.02, -0.82, 5.29], [1.23, 2.74, 2.87], [1.40, 2.02, 4.47], [2.51, -0.51, 2.76], [4.20, 0.15, 2.29], [4.48, -0.74, -0.33], [5.67, -2.88, -0.51], [4.41, -5.00, -0.50], [1.95, -4.99, -0.30], [0.74, -2.86, -0.08], [3.09, -0.15, -2.55], [4.27, 1.62, -3.77], [4.55, 3.86, -2.76], [3.59, 4.35, -0.54], [2.31, 2.62, 0.66], [2.50, 4.21, 2.87], [4.22, 5.89, 3.18], [6.54, 5.24, 3.71], [7.12, 2.85, 3.99], [5.40, 1.13, 3.78], [-0.47, 3.40, 4.13], [-2.58, 4.37, 4.87], [-4.67, 3.08, 4.75], [-4.66, 0.77, 3.88], [-2.55, -0.26, 3.14], [0.97, -2.11, 2.27], [1.25, -4.11, 3.66], [0.77, -4.02, 6.08], [-0.01, -1.92, 7.12], [-0.34, 0.09, 5.75], [-1.73, 5.79, 0.93], [-1.09, 4.39, -0.14], [-0.79, 4.59, -1.48], [-0.33, 3.50, -2.22], [-0.17, 2.28, -1.60], [-0.46, 2.10, -0.30], [-0.94, 3.14, 0.41], [-0.92, 5.56, -1.94], [-0.09, 3.60, -3.27], [0.20, 1.42, -2.15], [-1.21, 2.95, 1.45], [-5.16, 0.02, -2.46], [-4.07, -0.38, -1.55], [-3.85, -1.58, -0.86], [-2.68, -1.42, -0.18], [-2.16, -0.18, -0.40], [-3.04, 0.42, -1.26], [-1.91, -2.33, 0.72], [-6.04, -0.59, -2.28], [-4.86, -0.15, -3.50], [-5.43, 1.07, -2.35], [-4.50, -2.44, -0.88], [-2.90, 1.38, -1.56], [-2.52, -2.73, 1.53], [-1.07, -1.81, 1.26], [-1.47, -3.16, 0.18]],
  "mulliken_charge": [0.576, -0.696, 0.662, -0.948, 0.991, 1.434, -0.892, -0.793, -0.660, -0.600, -0.551, 0.736, -0.510, -0.870, -0.755, -0.888, -0.208, 0.905, -0.295, -0.945, -0.579, -0.848, -0.381, 0.558, 0.562, -0.610, -0.769, -0.714, -0.778, -0.625, 1.249, 0.146, -1.064, -0.748, -0.841, -1.147, 0.243, 0.890, 0.469, 0.292, 0.529, 0.484, 0.464, 0.523, 0.131, 0.599, 0.516, 0.491, 0.561, 0.519, 0.511, 0.447, 0.470, 0.457, 0.598, 0.490, 0.532, 0.474, 0.523, 0.433, 0.147, 0.529, 0.468, 0.496, 0.499, -0.051, -0.576, -0.264, -1.168, -0.306, 0.902, 0.097, 0.544, 0.610, 0.628, 0.153, -1.235, 0.959, -1.626, 0.721, 0.383, -0.208, -0.994, 0.382, 0.316, 0.392, 0.520, 0.180, 0.463, -0.174, 0.461]
}


{
  "formula": "C42H41ClIrN5O2S2",
  "method": "wB97M-V/def2-TZVPD",
  "spin_multiplicity": 2,
  "total_charge": 1,
  "e_lumo_ev": [-4.09, -4.92],
  "homo_lumo_gap_ev": [6.76, 5.96],
  "homo_energy_ha": [-0.399, -0.400],
  "e_tot_ha": -3410.1559,
  "s_squared": 0.7569,
  "elements": ["Ir", "C", "C", "C", "C", "C", "C", "C", "C", "N", "C", "O", "C", "C", "C", "C", "C", "N", "C", "O", "N", "C", "C", "C", "C", "C", "C", "C", "C", "H", "H", "H", "H", "H", "H", "H", "H", "H", "H", "H", "H", "H", "H", "H", "H", "H", "H", "H", "H", "H", "S", "C", "N", "C", "C", "N", "C", "C", "C", "C", "C", "C", "C", "C", "S", "C", "C", "C", "C", "C", "C", "C", "H", "H", "H", "H", "H", "H", "H", "H", "H", "H", "H", "H", "H", "H", "H", "H", "H", "H", "Cl", "C", "H", "H"],
  "xyz": [[0.49, -0.15, -0.04], [3.26, -1.84, 1.81], [2.27, -2.95, 1.61], [2.71, -4.27, 1.54], [1.81, -5.32, 1.48], [0.45, -5.06, 1.51], [-0.04, -3.76, 1.59], [-1.52, -3.54, 1.74], [0.89, -2.71, 1.60], [0.42, -1.36, 1.55], [-0.41, -0.94, 2.59], [-0.55, -1.51, 3.64], [-1.19, 0.30, 2.24], [-2.08, 0.98, 3.05], [-2.67, 2.13, 2.54], [-2.37, 2.58, 1.26], [-1.48, 1.85, 0.50], [-0.95, 0.74, 1.01], [-1.03, 2.16, -0.91], [-1.48, 3.11, -1.51], [-0.14, 1.23, -1.40], [0.12, 1.28, -2.81], [1.34, 1.81, -3.25], [2.29, 2.48, -2.31], [1.63, 1.77, -4.62], [0.72, 1.25, -5.52], [-0.51, 0.79, -5.07], [-0.84, 0.82, -3.71], [-2.23, 0.45, -3.29], [4.27, -2.22, 1.76], [3.11, -1.37, 2.78], [3.15, -1.05, 1.06], [3.77, -4.47, 1.56], [2.17, -6.34, 1.43], [-0.26, -5.88, 1.51], [-2.08, -4.37, 1.31], [-1.86, -2.62, 1.25], [-1.78, -3.46, 2.79], [-2.28, 0.61, 4.04], [-3.36, 2.69, 3.16], [-2.80, 3.48, 0.84], [2.60, 1.82, -1.49], [1.82, 3.36, -1.86], [3.19, 2.81, -2.83], [2.56, 2.20, -4.97], [0.94, 1.24, -6.58], [-1.25, 0.45, -5.78], [-2.88, 0.39, -4.17], [-2.65, 1.20, -2.62], [-2.28, -0.52, -2.78], [2.35, -0.91, -1.25], [1.69, -1.56, -2.67], [2.35, -1.59, -3.80], [1.78, -2.25, -4.99], [1.02, -3.46, -4.55], [0.02, -3.06, -3.56], [-1.22, -3.86, -3.55], [-0.91, -5.30, -3.22], [-0.29, -5.63, -2.02], [0.02, -6.95, -1.73], [-0.29, -7.95, -2.64], [-0.91, -7.63, -3.84], [-1.21, -6.31, -4.13], [0.33, -2.21, -2.61], [-0.66, -1.94, -1.29], [3.70, -1.03, -3.98], [4.73, -2.13, -4.03], [5.44, -2.36, -5.20], [6.38, -3.38, -5.26], [6.60, -4.18, -4.15], [5.89, -3.96, -2.98], [4.96, -2.93, -2.91], [2.61, -2.53, -5.63], [1.15, -1.53, -5.51], [1.68, -4.22, -4.12], [0.50, -3.91, -5.40], [-1.67, -3.78, -4.54], [-1.90, -3.42, -2.83], [-0.05, -4.85, -1.29], [0.50, -7.19, -0.79], [-0.05, -8.98, -2.41], [-1.15, -8.41, -4.55], [-1.69, -6.06, -5.07], [3.88, -0.33, -3.16], [3.68, -0.47, -4.91], [5.27, -1.73, -6.07], [6.93, -3.55, -6.18], [7.33, -4.98, -4.20], [6.07, -4.57, -2.11], [4.43, -2.75, -1.99], [1.64, 1.44, 2.65], [1.69, 1.32, 0.87], [2.73, 1.16, 0.61], [1.38, 2.29, 0.50]],
  "mulliken_charge": [-0.420, -1.053, 0.853, -1.139, -0.931, -0.856, 1.760, -2.040, -0.435, 1.212, 0.038, -0.590, 0.577, -0.945, -0.585, -0.769, 0.484, 0.685, -0.247, -0.654, 1.394, -1.013, 1.230, -1.408, -0.591, -1.285, -0.844, 1.412, -1.411, 0.412, 0.343, 0.025, 0.448, 0.482, 0.560, 0.468, 0.295, 0.416, 0.619, 0.469, 0.619, 0.047, 0.334, 0.476, 0.504, 0.446, 0.428, 0.500, 0.253, 0.214, -0.360, -0.490, 0.896, -0.910, -0.773, 0.317, -1.242, 0.323, 0.494, -0.604, -0.572, -0.638, -0.549, 0.393, -0.573, -1.602, 0.503, -0.216, -0.707, -0.437, -0.879, -0.075, 0.545, 0.212, 0.310, 0.603, 0.545, 0.527, 0.179, 0.402, 0.413, 0.388, 0.409, 0.638, 0.529, 0.418, 0.403, 0.401, 0.442, 0.474, -0.160, -0.862, 0.583, 0.517]
}


Relative energy (zero: lowest compared OMol25 entry of this formula, charge and spin) (computed, eV): 0.089; 0.000